<1>
DFT (ωB97M-V/def2-TZVPD) results for a 2-piece molecular cluster, CH3NO4S overall.

Last columns: bonded neighbours and bond lengths (Å).
Atoms and positions in Å:
1 C -1.36728 -0.11730 0.64193  O6 1.429, H8 1.209, H9 1.117, H10 1.132
2 N -0.90318 1.53063 -1.00556  O3 1.227, O6 1.251
3 O 0.23144 1.06773 -1.07534  N2 1.227
4 O 1.52882 -1.64811 -0.13775  S7 1.446
5 O 3.46255 -0.08538 -0.09537  S7 1.460
6 O -1.69256 0.99151 -0.19869  C1 1.429, N2 1.251
7 S 2.37486 -0.71093 -0.84253  O4 1.446, O5 1.460
8 H -0.91560 0.44090 1.61486  C1 1.209
9 H -0.53439 -0.64523 0.11804  C1 1.117
10 H -2.18465 -0.82382 0.98041  C1 1.132

Output
charge: 0
HOMO level: -10.70 eV
gap between HOMO and LUMO: 9.7 eV

These are the Löwdin partial charges, in e, on atoms 1 to 2:
1 C -0.039
2 N -0.076

=====

<2>
DFT (ωB97M-V/def2-TZVPD) results for a 2-piece molecular cluster, CH3NO4S overall.

Last columns: bonded neighbours and bond lengths (Å).
Atoms and positions in Å:
1 C 1.59039 0.05105 0.66523  O6 1.410, H8 1.093, H9 1.091, H10 1.093
2 N 0.28755 0.75343 -1.18707  O3 1.204, O6 1.345
3 O -0.71808 0.50065 -1.79832  N2 1.204
4 O -2.32632 0.64484 0.51194  S7 1.438
5 O -2.31785 -1.69273 -0.15397  S7 1.437
6 O 0.58933 -0.20607 -0.29427  C1 1.410, N2 1.345
7 S -2.59694 -0.32872 -0.51141  O4 1.438, O5 1.437
8 H 2.54798 0.30553 0.20318  C1 1.093
9 H 1.67366 -0.88014 1.22807  C1 1.091
10 H 1.27027 0.85216 1.33662  C1 1.093

Output
charge: 0
HOMO level: -10.69 eV
gap between HOMO and LUMO: 9.9 eV

These are the Löwdin partial charges, in e, on atoms 1 to 2:
1 C -0.052
2 N -0.015

=====

Which structure is most stable, and how do the rest compare? From most to least stable: <2>, <1>.

=====

<1>
DFT (ωB97M-V/def2-TZVPD) results for a 2-piece molecular cluster, C11H12NO2 overall.

Last columns: bonded neighbours and bond lengths (Å).
Atoms and positions in Å:
1 C 0.51152 -3.56389 0.40819  C4 1.447, H14 1.055, H15 1.100, H19 1.107
2 C 0.30950 -1.20663 -0.57452  C4 1.439, N10 1.318, H12 1.022
3 C -0.22767 0.10633 1.16354  C5 1.450, C6 1.423, N10 1.453
4 C 0.35832 -2.12965 0.52812  C1 1.447, C2 1.439, C5 1.437
5 C -0.17691 -1.28688 1.56216  C3 1.450, C4 1.437, C8 1.431
6 C -0.63516 1.17450 2.01124  C3 1.423, C7 1.385, H13 1.074
7 C -0.96570 0.92551 3.33310  C6 1.385, C9 1.424, H16 1.221
8 C -0.53180 -1.46388 2.93744  C5 1.431, C9 1.379, H17 1.041
9 C -0.98426 -0.43902 3.74088  C7 1.424, C8 1.379, H18 1.104
10 N 0.07614 0.05131 -0.25643  C2 1.318, C3 1.453, H11 1.107
11 H 0.40788 0.77939 -1.02131  N10 1.107
12 H 0.47697 -1.45276 -1.55185  C2 1.022
13 H -0.45205 2.17138 1.65753  C6 1.074
14 H 1.47453 -3.80261 0.76810  C1 1.055
15 H 0.61784 -3.76973 -0.66710  C1 1.100
16 H -1.47998 1.66471 4.15795  C7 1.221
17 H -0.29270 -2.27420 3.54540  C8 1.041
18 H -1.49674 -0.68219 4.68835  C9 1.104
19 H -0.19894 -4.26435 0.88765  C1 1.107
20 C 0.21905 3.26190 -4.28634  C21 1.658, H24 1.105, H25 1.123, H26 1.079
21 C 0.86660 2.04467 -3.36623  C20 1.658, O22 1.208, O23 1.274
22 O 2.01744 1.75969 -3.59696  C21 1.208
23 O -0.00294 1.65681 -2.51996  C21 1.274
24 H 0.58154 4.30138 -4.18702  C20 1.105
25 H -0.85567 3.49020 -4.05627  C20 1.123
26 H 0.38318 2.94802 -5.30561  C20 1.079

Output
charge: 0
HOMO level (spin up / spin down): -7.46 / -7.46 eV
gap between HOMO and LUMO (spin up / spin down): 6.9 / 3.7 eV
spin multiplicity: 2

These are the Löwdin partial charges, in e, on atoms 1 to 2:
1 C -0.018
2 C 0.025

=====

<2>
DFT (ωB97M-V/def2-TZVPD) results for a 2-piece molecular cluster, C11H12NO2 overall.

Last columns: bonded neighbours and bond lengths (Å).
Atoms and positions in Å:
1 C 2.90127 0.84802 -2.57763  C4 1.502, H14 1.089, H15 1.092, H19 1.092
2 C 1.84405 -0.76033 -0.86972  C4 1.364, N10 1.376, H12 1.090
3 C 0.25264 0.48141 0.05160  C5 1.419, C6 1.402, N10 1.366
4 C 1.97578 0.46254 -1.45930  C1 1.502, C2 1.364, C5 1.436
5 C 0.91928 1.27206 -0.92027  C3 1.419, C4 1.436, C8 1.386
6 C -0.74519 0.97527 0.90426  C3 1.402, C7 1.408, H13 1.076
7 C -1.16655 2.28473 0.60512  C6 1.408, C9 1.381, H16 1.088
8 C 0.48732 2.57284 -1.12585  C5 1.386, C9 1.400, H17 1.092
9 C -0.56856 3.07556 -0.35608  C7 1.381, C8 1.400, H18 1.080
10 N 0.77134 -0.78131 -0.00740  C2 1.376, C3 1.366, H11 1.022
11 H 0.60787 -1.38755 0.79953  N10 1.022
12 H 2.42613 -1.64449 -1.13122  C2 1.090
13 H -1.00025 0.55209 1.86067  C6 1.076
14 H 3.59448 0.02935 -2.76231  C1 1.089
15 H 3.46186 1.74274 -2.29807  C1 1.092
16 H -1.89795 2.74531 1.26536  C7 1.088
17 H 1.00219 3.21929 -1.84029  C8 1.092
18 H -0.91298 4.09282 -0.47009  C9 1.080
19 H 2.34343 1.03883 -3.49625  C1 1.092
20 C -2.39733 -3.38945 1.28222  C21 1.580, H24 1.069, H25 1.082, H26 1.078
21 C -1.46968 -2.11752 1.41387  C20 1.580, O22 1.233, O23 1.265
22 O -0.27486 -2.29161 1.66321  C21 1.233
23 O -2.11443 -1.04452 1.23243  C21 1.265
24 H -3.34855 -3.07372 0.91108  C20 1.069
25 H -2.49812 -3.75880 2.29420  C20 1.082
26 H -1.85513 -4.07882 0.65485  C20 1.078

Output
charge: 0
HOMO level (spin up / spin down): -8.62 / -8.05 eV
gap between HOMO and LUMO (spin up / spin down): 9.2 / 4.8 eV
spin multiplicity: 2

These are the Löwdin partial charges, in e, on atoms 1 to 2:
1 C -0.039
2 C -0.024

=====

Which structure is most stable, and how do the rest compare? From most to least stable: <2>, <1>.

=====

<1>
DFT (ωB97M-V/def2-TZVPD) results for a 2-piece molecular cluster, C3H9O2 overall.

Last columns: bonded neighbours and bond lengths (Å).
Atoms and positions in Å:
1 C -0.31785 2.89232 1.30637  O2 1.342, H3 1.131, H4 1.247, H5 1.083
2 O -0.62943 1.99169 0.36141  C1 1.342, H11 1.055
3 H 0.77575 2.67630 1.49505  C1 1.131
4 H -0.37050 4.10503 1.02091  C1 1.247
5 H -1.00173 2.81776 2.14217  C1 1.083
6 C 0.04832 -1.18766 -0.81191  O7 1.386, C8 1.532, H9 1.129, H10 1.195
7 O 0.17423 -0.38141 0.30812  C6 1.386
8 C 0.37628 -2.68312 -0.87085  C6 1.532, H12 1.108, H13 1.125, H14 1.130
9 H -1.05294 -1.33833 -1.00758  C6 1.129
10 H 0.41901 -0.68354 -1.82942  C6 1.195
11 H -0.29682 1.04205 0.67856  O2 1.055
12 H -0.30215 -3.55266 -0.97705  C8 1.108
13 H 1.05861 -2.77186 -1.76046  C8 1.125
14 H 1.11922 -2.92655 -0.05534  C8 1.130

Output
charge: -1
HOMO level: -2.86 eV
gap between HOMO and LUMO: 7.2 eV

These are the Löwdin partial charges, in e, on atoms 1 to 2:
1 C -0.311
2 O -0.206

=====

<2>
DFT (ωB97M-V/def2-TZVPD) results for a 2-piece molecular cluster, C3H9O2 overall.

Last columns: bonded neighbours and bond lengths (Å).
Atoms and positions in Å:
1 C -2.72613 -0.75743 -0.29459  O2 1.359, H3 1.114, H4 1.151, H5 1.108
2 O -2.03628 0.41065 -0.21519  C1 1.359
3 H -3.81798 -0.55413 -0.20521  C1 1.114
4 H -2.54332 -1.54744 0.52176  C1 1.151
5 H -2.59158 -1.40064 -1.18664  C1 1.108
6 C 1.77022 0.51873 -0.23011  O7 1.453, C8 1.509, H9 1.095, H10 1.094
7 O 1.94933 0.92346 1.15388  C6 1.453, H11 0.976
8 C 1.18757 -0.86244 -0.40611  C6 1.509, H12 1.084, H13 1.095, H14 1.102
9 H 2.80111 0.58116 -0.59528  C6 1.095
10 H 1.14638 1.17544 -0.84318  C6 1.094
11 H 1.01860 0.88774 1.44702  O7 0.976
12 H 1.66181 -1.69074 0.10727  C8 1.084
13 H 1.12008 -1.13296 -1.46547  C8 1.095
14 H 0.13125 -0.82203 -0.09481  C8 1.102

Output
charge: -1
HOMO level: -2.19 eV
gap between HOMO and LUMO: 6.2 eV

These are the Löwdin partial charges, in e, on atoms 1 to 2:
1 C -0.529
2 O -0.454

=====

Which structure is most stable, and how do the rest compare? From most to least stable: <2>, <1>.